Record 1
DFT (ωB97M-V/def2-TZVPD) results for 12 unconnected molecules or ions with the total composition C7H39NO11 in a non-equilibrium geometry.

```
! wB97M-V def2-TZVPD RIJCOSX def2/J DEFGRID3
* xyz 0 1
O 3.119 -1.979 -3.800
O 0.980 2.008 -1.277
O 4.172 0.121 -2.487
O 3.473 1.559 0.014
O -1.516 1.431 -4.308
O 1.637 1.711 1.943
O -2.116 3.583 -1.459
O -0.667 1.092 0.427
O 0.917 0.283 4.073
O 1.575 4.903 0.740
O -3.288 -0.674 -1.526
N -0.741 -1.336 1.528
C 0.519 -1.606 -1.538
C -0.673 -2.534 0.587
C 1.241 -3.775 -0.454
C -3.444 0.412 2.617
C -3.084 -1.076 2.411
C -1.635 -1.453 2.673
C 0.623 -2.384 -0.212
H -2.653 1.137 2.351
H -1.216 -0.809 3.444
H -2.931 -0.758 -2.421
H 0.932 1.259 1.452
H -0.835 0.114 0.683
H 2.238 -3.560 -0.843
H -0.063 -0.685 -1.486
H 1.399 -4.245 0.539
H -2.281 4.512 -1.273
H 2.644 1.646 -0.509
H 1.185 1.060 3.534
H 0.532 -4.473 -0.910
H -1.521 2.373 -4.522
H -1.247 3.379 -1.072
H 2.618 -1.469 -4.438
H 3.881 -1.523 -3.444
H 1.444 4.493 1.599
H 4.013 2.352 -0.047
H 0.407 1.498 -0.598
H 4.165 -0.550 -1.805
H 0.089 -2.295 -2.291
H 1.621 0.192 4.727
H 1.222 4.281 0.093
H 0.177 -1.133 1.942
H -0.697 -3.462 1.143
H -1.643 -2.440 0.069
H -3.324 -1.337 1.377
H -1.644 -2.469 3.109
H 2.352 1.542 1.267
H 1.466 -1.313 -1.955
H 0.771 1.452 -2.047
H -1.477 1.510 0.744
H -4.221 -0.853 -1.697
H 1.363 -1.873 0.427
H -3.774 -1.619 3.056
H -4.370 0.785 2.214
H -3.455 0.583 3.753
H -2.420 1.393 -3.966
H 4.160 1.017 -2.150
*
```

Results
relative energy (zero: lowest compared OMol25 entry of this formula, charge and spin)	267.2	kJ/mol
frontier orbital gap	9.772	eV
HOMO level	-9.5599	eV
total energy	-31904.541	eV
structure (SMILES)	CCCNCC(C)C.O.O.O.O.O.O.O.O.O.O.O
max |F|	2.94	eV/A


Record 2
DFT (ωB97M-V/def2-TZVPD) results for a molecular structure, C7H3Cl3IrO7 in a non-equilibrium geometry.

```
! wB97M-V def2-TZVPD RIJCOSX def2/J DEFGRID3
* xyz 0 2
Ir 0.606 0.878 -1.513
Cl -1.429 -1.307 4.707
Cl 1.412 0.447 -4.232
Cl -3.797 -0.561 -0.079
O 1.082 -0.911 -3.966
O 2.684 0.801 -3.683
O 1.042 0.411 0.534
O 2.968 1.010 -0.287
O 1.229 0.837 -5.571
O 0.384 1.319 -3.422
O -1.099 0.307 -0.932
C -0.107 -0.401 2.535
C -2.453 -0.875 2.244
C -0.111 -0.037 1.209
C -1.193 -0.058 0.336
C -2.392 -0.499 0.913
C -1.323 -0.827 3.045
C 2.373 0.628 0.672
H 2.742 0.412 1.677
H -3.394 -1.209 2.656
H 0.775 -0.364 3.157
*
```

Results
expectation value of S²	0.75
relative energy (zero: lowest compared OMol25 entry of this formula, charge and spin)	38.1	kJ/mol
frontier orbital gap (alpha / beta)	8.431 / 7.408	eV
HOMO level (alpha / beta)	-9.1615 / -9.1746	eV
total energy	-62034.921	eV
max |F|	2.05	eV/A


Record 3
DFT (ωB97M-V/def2-TZVPD) results for a molecular structure, C7H3ClHgNO4.

```
! wB97M-V def2-TZVPD RIJCOSX def2/J DEFGRID3
* xyz -2 2
Hg 1.288 -2.127 2.160
Cl 1.912 -4.128 3.251
O 1.739 -0.038 2.783
O -1.243 2.897 -2.132
O -1.993 1.086 -3.246
O 1.402 2.074 2.145
N 0.365 -1.029 0.633
C 0.501 0.356 0.786
C 1.252 0.861 1.962
C -1.391 1.664 -2.301
C -0.331 -1.498 -0.457
C -0.065 1.209 -0.160
C -0.886 -0.681 -1.383
C -0.766 0.743 -1.259
H -1.426 -1.086 -2.228
H -0.410 -2.577 -0.533
H 0.052 2.275 -0.022
*
```

Results
expectation value of S²	0.77
relative energy (zero: lowest compared OMol25 entry of this formula, charge and spin)	0.0	kJ/mol
frontier orbital gap (alpha / beta)	3.664 / 6.519	eV
HOMO level (alpha / beta)	1.1990 / -1.6572	eV
total energy	-33686.731	eV
max |F|	0.24	eV/A


Record 4
DFT (ωB97M-V/def2-TZVPD) results for a molecular structure, C7H3NO4RuSbSe4 in a non-equilibrium geometry.

```
! wB97M-V def2-TZVPD RIJCOSX def2/J DEFGRID3
* xyz -1 1
Sb -1.247 -3.836 2.074
Ru 1.227 0.389 1.717
Se -0.614 -4.781 0.007
Se -0.916 -4.715 4.220
Se 0.136 -1.499 2.298
Se -3.519 -2.929 1.593
O -1.742 3.109 1.364
O -0.152 1.805 2.263
O 2.746 -0.351 0.569
O 3.308 -0.646 -1.584
N 0.771 1.157 -0.039
C 2.574 -0.233 -0.715
C -0.491 1.326 -2.413
C 1.322 0.550 -1.087
C 0.707 0.625 -2.320
C -0.382 1.820 -0.089
C -0.838 2.308 1.280
C -1.049 1.935 -1.292
H -1.991 2.463 -1.321
H -1.003 1.388 -3.365
H 1.154 0.116 -3.162
*
```

Results
frontier orbital gap (alpha / beta)	3.818 / 3.770	eV
HOMO level (alpha / beta)	-4.5641 / -4.5365	eV
total energy	-287493.860	eV
max |F|	3.12	eV/A


Record 5
DFT (ωB97M-V/def2-TZVPD) results for 14 unconnected molecules or ions with the total composition C7H42NO13 in a non-equilibrium geometry.

```
! wB97M-V def2-TZVPD RIJCOSX def2/J DEFGRID3
* xyz 1 1
O -2.006 -2.703 -2.529
O 1.654 -2.178 -1.839
O 1.861 -3.918 0.317
O 3.055 -2.746 2.262
O -4.085 0.406 -0.489
O 0.809 1.442 -4.056
O -1.855 3.449 -0.842
O 1.839 -2.467 4.634
O 0.443 3.409 -2.338
O -3.106 2.248 1.296
O -0.048 5.483 -0.368
O -2.328 1.276 -2.452
O -0.375 -0.541 -2.919
N -0.773 -3.226 -0.171
C 1.149 0.576 1.194
C 2.020 2.204 2.898
C 1.005 1.255 2.326
C -0.459 -1.424 1.565
C 0.059 -0.323 0.631
C -1.434 -2.389 0.890
C 2.379 0.721 0.343
H 0.021 -3.785 0.199
H 1.750 -3.040 5.406
H 2.134 -2.596 -2.555
H -2.110 3.067 0.032
H -1.518 -1.904 -2.842
H -1.870 -3.079 1.607
H 0.391 -0.913 -2.391
H 2.630 -0.166 -0.251
H -0.789 4.848 -0.458
H 0.087 0.082 -3.531
H -3.483 0.608 -1.267
H -0.770 0.315 0.308
H 3.319 -1.835 2.051
H 2.621 -2.703 3.135
H -0.354 6.142 0.259
H -2.095 2.718 -1.462
H -1.543 0.677 -2.550
H -2.602 -2.932 -3.252
H 2.221 1.521 -0.382
H 2.372 -4.769 0.280
H -3.838 2.820 1.581
H 2.315 -3.467 1.094
H -0.333 -2.655 -0.867
H 3.291 0.996 0.882
H 1.226 -1.694 4.758
H -2.481 1.580 -3.329
H 3.015 1.768 3.003
H 0.923 4.165 -2.062
H 1.687 1.436 -4.426
H -3.489 1.537 0.717
H -0.301 3.316 -1.713
H -5.007 0.482 -0.780
H 0.367 -1.993 1.989
H 0.394 -0.772 -0.280
H 0.756 2.185 -3.415
H -0.962 -0.978 2.401
H -2.216 -1.834 0.404
H 2.127 3.079 2.256
H 1.917 -2.714 -1.044
H -1.454 -3.768 -0.636
H 0.091 1.155 2.887
H 1.755 2.543 3.889
*
```

Results
relative energy (zero: lowest compared OMol25 entry of this formula, charge and spin)	36.7	kJ/mol
frontier orbital gap	9.126	eV
HOMO level	-11.4717	eV
total energy	-36045.322	eV
max |F|	1.99	eV/A


Record 6
DFT (ωB97M-V/def2-TZVPD) results for 17 unconnected molecules or ions with the total composition C7H44Cl2NO17 in a non-equilibrium geometry.

```
! wB97M-V def2-TZVPD RIJCOSX def2/J DEFGRID3
* xyz 1 1
Cl -4.745 0.779 2.306
Cl -4.629 -1.764 0.159
O -2.929 7.855 -0.210
O 2.069 -4.483 -3.252
O 6.866 0.444 -5.026
O -0.832 -0.305 -0.828
O 3.216 -0.384 -1.772
O -4.259 2.428 -0.477
O -2.752 -0.187 5.789
O -4.338 -1.493 8.010
O 2.853 -4.798 1.276
O 6.900 2.247 -2.804
O 1.226 4.603 -1.516
O 6.330 -0.474 -2.408
O -1.886 5.415 -1.295
O -2.397 -2.242 3.349
O -0.062 0.313 4.472
O -4.364 5.581 0.493
O 2.727 -6.038 -5.812
N 0.532 -2.798 0.060
C -1.677 -1.359 -0.247
C -3.110 0.307 1.483
C 0.699 -2.369 -1.381
C 0.208 -0.842 -1.717
C -1.784 1.199 1.853
C -0.778 -2.401 0.703
C -3.028 -0.823 0.518
H -4.464 -2.039 8.801
H -0.813 0.583 2.068
H -4.284 4.633 0.308
H 2.414 -6.206 -6.713
H 1.446 5.451 -1.102
H 2.628 -5.120 0.390
H -0.228 -0.859 -2.815
H -2.061 -2.029 -1.157
H -3.254 0.635 5.890
H 3.407 0.293 -2.439
H -2.832 -2.262 2.483
H -3.875 7.747 -0.031
H 2.346 -5.372 1.869
H -0.618 -1.956 1.799
H -4.617 1.885 -1.195
H -2.633 4.948 -1.697
H 1.867 -2.436 -1.618
H -2.654 -0.515 6.695
H 3.562 -0.005 -0.950
H 6.588 2.078 -3.705
H 7.863 2.308 -2.897
H 1.334 -2.522 0.692
H 0.196 -3.148 -2.130
H -4.696 -2.036 7.292
H 3.031 -4.422 -3.345
H -2.058 1.965 2.725
H 1.159 -0.121 -1.749
H -4.384 1.882 0.314
H -1.008 0.204 4.650
H 0.280 4.494 -1.338
H 5.384 -0.583 -2.229
H -2.304 6.051 -0.695
H -4.026 5.672 1.397
H 0.159 1.161 4.886
H -2.709 8.703 0.204
H 6.550 0.374 -1.994
H 0.546 -3.863 0.054
H 6.508 -0.099 -5.744
H 3.689 -5.977 -5.905
H -1.578 1.892 0.904
H -1.449 -3.383 0.811
H 1.756 -4.651 -4.154
H -2.966 -1.666 3.882
H 6.740 -0.101 -4.235
*
```

Results
relative energy (zero: lowest compared OMol25 entry of this formula, charge and spin)	146.5	kJ/mol
frontier orbital gap	9.151	eV
HOMO level	-12.0909	eV
total energy	-69305.524	eV
max |F|	3.96	eV/A


Record 7
DFT (ωB97M-V/def2-TZVPD) results for a single C7H4Cl2 molecule in a non-equilibrium geometry.

```
! wB97M-V def2-TZVPD RIJCOSX def2/J DEFGRID3
* xyz 0 1
Cl -1.073 1.912 -2.280
Cl -0.486 -0.893 -3.053
C 0.295 1.296 0.351
C -0.303 -0.410 1.766
C 0.127 0.149 -0.630
C 0.243 -1.558 1.111
C 0.107 0.905 1.637
C 0.412 -1.236 -0.221
C -0.414 0.359 -1.841
H 0.424 2.300 0.082
H 0.474 -1.824 -1.092
H 0.346 -2.609 1.647
H -0.150 1.609 2.523
*
```

Results
relative energy (zero: lowest compared OMol25 entry of this formula, charge and spin)	0.0	kJ/mol
frontier orbital gap (alpha / beta)	7.132 / 7.374	eV
HOMO level (alpha / beta)	-7.4330 / -8.4520	eV
total energy	-32363.456	eV
max |F|	2.95	eV/A


Record 8
DFT (ωB97M-V/def2-TZVPD) results for a single C7H4F3N3 molecule in a non-equilibrium geometry.

```
! wB97M-V def2-TZVPD RIJCOSX def2/J DEFGRID3
* xyz 0 1
F 1.760 0.399 -1.569
F 3.442 -0.451 -0.481
F 1.385 -1.641 1.265
N -2.299 -1.246 -1.181
N -2.539 -0.125 -0.529
N -1.744 2.486 1.422
C 1.742 0.880 0.800
C -1.410 0.348 0.157
C -1.514 1.477 0.934
C 2.157 0.011 -0.360
C -0.440 -0.571 -0.142
C 1.061 -0.541 0.515
C -1.002 -1.489 -1.042
H -0.579 -2.476 -1.387
H 1.240 1.662 0.472
H 2.260 1.141 1.710
H -3.519 0.136 -0.585
*
```

Results
relative energy (zero: lowest compared OMol25 entry of this formula, charge and spin)	0.0	kJ/mol
frontier orbital gap	10.510	eV
HOMO level	-10.3075	eV
total energy	-19943.368	eV
structure (SMILES)	N#Cc1[nH]ncc1[C@]1(F)CC1(F)F
max |F|	4.66	eV/A


Record 9
DFT (ωB97M-V/def2-TZVPD) results for a molecular structure, C7H4LuNO5 in a non-equilibrium geometry.

```
! wB97M-V def2-TZVPD RIJCOSX def2/J DEFGRID3
* xyz 2 1
Lu -0.611 0.835 -0.498
O -1.198 -2.657 -0.826
O -0.846 2.962 -5.572
O -4.054 0.421 -1.076
O -1.344 1.609 2.944
O 2.879 0.732 -1.337
N 0.608 -0.276 0.929
C 1.952 -1.602 2.684
C -0.827 2.530 -4.506
C -2.936 0.589 -0.880
C -1.214 1.449 1.810
C 1.237 -0.851 1.710
C 1.737 0.802 -1.193
C -1.057 -1.509 -0.737
H -0.742 0.366 -2.280
H 1.289 -1.832 3.536
H 2.818 -1.026 3.055
H 2.308 -2.544 2.237
*
```

Results
relative energy (zero: lowest compared OMol25 entry of this formula, charge and spin)	0.0	kJ/mol
frontier orbital gap	7.847	eV
HOMO level	-17.2985	eV
total energy	-52652.496	eV
max |F|	5.88	eV/A


Record 10
DFT (ωB97M-V/def2-TZVPD) results for a single C7H4N2S3 molecule in a non-equilibrium geometry.

```
! wB97M-V def2-TZVPD RIJCOSX def2/J DEFGRID3
* xyz 0 1
S -0.265 -1.350 3.982
S 1.682 -1.806 3.274
S -2.326 -0.229 2.277
N 1.281 -0.295 -0.665
N 1.427 -1.191 1.765
C 0.320 -0.735 1.418
C -0.898 0.678 -0.417
C -0.885 1.192 -1.744
C 0.212 -0.072 0.071
C -0.792 -0.718 2.381
C 0.269 0.888 -2.482
C 1.262 0.165 -1.974
H 0.391 1.027 -3.401
H -1.943 1.071 0.217
H -1.747 1.535 -2.142
H 2.011 -0.160 -2.561
*
```

Results
relative energy (zero: lowest compared OMol25 entry of this formula, charge and spin)	178.2	kJ/mol
frontier orbital gap	7.414	eV
HOMO level	-8.5081	eV
total energy	-42807.078	eV
structure (SMILES)	S=c1ssnc1-c1ccccn1
max |F|	8.01	eV/A


Copy entry 10 word for word.
DFT (ωB97M-V/def2-TZVPD) results for a single C7H4N2S3 molecule in a non-equilibrium geometry.

```
! wB97M-V def2-TZVPD RIJCOSX def2/J DEFGRID3
* xyz 0 1
S -0.265 -1.350 3.982
S 1.682 -1.806 3.274
S -2.326 -0.229 2.277
N 1.281 -0.295 -0.665
N 1.427 -1.191 1.765
C 0.320 -0.735 1.418
C -0.898 0.678 -0.417
C -0.885 1.192 -1.744
C 0.212 -0.072 0.071
C -0.792 -0.718 2.381
C 0.269 0.888 -2.482
C 1.262 0.165 -1.974
H 0.391 1.027 -3.401
H -1.943 1.071 0.217
H -1.747 1.535 -2.142
H 2.011 -0.160 -2.561
*
```

Results
relative energy (zero: lowest compared OMol25 entry of this formula, charge and spin)	178.2	kJ/mol
frontier orbital gap	7.414	eV
HOMO level	-8.5081	eV
total energy	-42807.078	eV
structure (SMILES)	S=c1ssnc1-c1ccccn1
max |F|	8.01	eV/A